No. 1
Here is an isolated ion of composition C23H46NO4 and charge +1 in a non-equilibrium geometry from OMol25. Energies are from ωB97M-V with the def2-TZVPD basis set.

Summary:
F_max (eV/A): 1.0
Structure (SMILES): CCCCCCCCCCCCCCCC(=O)O[C@@H](CC(=O)O)C[N+](C)(C)C
Energy relative to the best compared isomer or geometry (same formula, charge and spin) (kcal per mole): 3.0
Kohn-Sham gap (eV): 10.58
Total charge: +1
E_LUMO (eV): -2.10
HOMO (eV): -12.68

Cartesian coordinates (Å):
C -9.5710 -1.3710 0.4077
C -8.1692 -0.7946 0.5633
C -7.4467 -0.7100 -0.7796
C -6.0835 -0.0230 -0.6957
C -5.0634 -0.8217 0.1140
C -3.6393 -0.2773 -0.0052
C -3.4693 1.1042 0.6247
C -2.0213 1.5879 0.5790
C -1.8603 2.9631 1.2269
C -0.4076 3.4407 1.2765
C 0.1252 3.8744 -0.0884
C 1.6071 4.2528 -0.0715
C 2.5030 3.0815 0.3346
C 3.9463 3.2518 -0.1313
C 4.8190 2.0636 0.3077
C 4.2869 0.7983 -0.2882
O 4.3547 0.4627 -1.4436
O 3.6398 0.0475 0.6294
C 3.1634 -1.2382 0.2378
C 3.5044 -2.1900 1.3916
C 3.2066 -3.6442 1.0886
O 2.4399 -4.0194 0.2349
O 3.8759 -4.4497 1.8844
C 1.6413 -1.2083 -0.0254
N 1.1717 -1.2122 -1.4444
C 1.8521 -2.2505 -2.2459
C 1.3665 0.0985 -2.0890
C -0.2736 -1.5161 -1.4159
H -9.5273 -2.3715 -0.0171
H -10.1705 -0.7465 -0.2508
H -10.0699 -1.4296 1.3719
H -7.6004 -1.4230 1.2510
H -8.2350 0.2047 0.9997
H -8.0740 -0.1500 -1.4771
H -7.3217 -1.7165 -1.1862
H -6.2145 0.9657 -0.2532
H -5.6986 0.1133 -1.7101
H -5.0694 -1.8561 -0.2391
H -5.3509 -0.8282 1.1658
H -2.9607 -0.9787 0.4921
H -3.3625 -0.2318 -1.0631
H -4.0963 1.8246 0.0999
H -3.8019 1.0664 1.6634
H -1.6974 1.6317 -0.4650
H -1.3842 0.8699 1.1082
H -2.2469 2.9092 2.2462
H -2.4641 3.6913 0.6834
H -0.3363 4.2887 1.9592
H 0.2114 2.6388 1.6853
H -0.0224 3.0732 -0.8181
H -0.4537 4.7328 -0.4329
H 1.7649 5.0889 0.6099
H 1.8881 4.5856 -1.0731
H 2.1005 2.1654 -0.1050
H 2.4915 2.9617 1.4189
H 3.9777 3.3337 -1.2193
H 4.3649 4.1659 0.2893
H 5.8366 2.2127 -0.0543
H 4.8193 1.9762 1.3934
H 3.7147 -1.5440 -0.6585
H 4.5629 -2.1000 1.6386
H 2.9440 -1.9040 2.2853
H 3.6818 -5.3877 1.7170
H 1.2110 -2.0940 0.4431
H 1.2345 -0.3203 0.4662
H 1.2879 -2.4339 -3.1578
H 2.8498 -1.9221 -2.5289
H 1.9229 -3.1745 -1.6727
H 2.4247 0.3604 -2.1065
H 1.0086 0.0603 -3.1161
H 0.8106 0.8675 -1.5542
H -0.8005 -0.8154 -0.7692
H -0.6896 -1.4391 -2.4188
H -0.4355 -2.5287 -1.0505

No. 2
Here is C23H47Br2OScSi4 as an isolated structure from OMol25. Energies are from ωB97M-V with the def2-TZVPD basis set.

Summary:
F_max (eV/A): 0.6
Kohn-Sham gap (eV): 7.70
Total charge: 0
E_LUMO (eV): -0.25
HOMO (eV): -7.95

Cartesian coordinates (Å):
Sc 0.5248 -0.0676 0.1520
C -0.0959 -5.8837 5.5182
C -0.7237 -5.8615 4.1162
C -0.3441 -7.1427 3.3631
C -2.2451 -5.8215 4.2644
C -0.2013 -4.6465 3.3522
C -1.0189 -3.5874 2.9887
C -0.4516 -2.5292 2.3163
Br -1.5831 -1.0557 1.8311
C 0.8872 -2.4386 1.9506
O 1.2889 -1.3538 1.2571
C 1.7293 -3.4960 2.3188
C 1.1465 -4.5556 3.0111
C 3.2517 -3.5255 2.0830
C 3.9373 -3.2623 3.4352
C 3.7536 -2.4822 1.0776
C 3.6902 -4.9006 1.5492
H -0.4842 -6.7277 6.0954
H -0.3256 -4.9619 6.0592
H 0.9919 -5.9824 5.4653
H -0.7257 -8.0162 3.8988
H 0.7384 -7.2567 3.2693
H -0.7722 -7.1419 2.3571
H -2.5858 -6.7349 4.7572
H -2.7408 -5.7591 3.2907
H -2.5720 -4.9757 4.8770
H -2.0761 -3.5706 3.2119
H 1.7942 -5.3685 3.3142
H 3.6504 -2.2843 3.8289
H 5.0247 -3.2773 3.3131
H 3.6642 -4.0197 4.1754
H 3.6199 -1.4645 1.4389
H 3.2549 -2.5778 0.1100
H 4.8219 -2.6475 0.9218
H 3.4937 -5.7135 2.2496
H 4.7676 -4.8860 1.3670
H 3.1859 -5.1325 0.6057
C -1.7956 1.4422 -3.6197
Si -0.3434 0.2852 -3.8825
C -0.4958 -0.4463 -5.6023
C 1.2256 1.3251 -3.8455
Si -0.2090 -1.2898 -2.1639
Si -2.1915 -2.5154 -2.1578
C -2.4750 -3.3513 -3.8120
C -3.6407 -1.3665 -1.8294
C -2.2047 -3.8654 -0.8505
Si 1.5313 -2.7492 -2.7032
C 1.5052 -3.5557 -4.3927
C 3.1479 -1.7799 -2.5907
C 1.5293 -4.1355 -1.4421
H -1.7260 2.2939 -4.3048
H -1.8209 1.8332 -2.5971
H -2.7487 0.9358 -3.8052
H -0.5208 0.3493 -6.3553
H -1.4095 -1.0392 -5.7072
H 0.3511 -1.0992 -5.8278
H 1.1187 2.2114 -4.4802
H 2.0864 0.7525 -4.2080
H 1.4620 1.6726 -2.8345
H -2.5386 -2.6198 -4.6231
H -3.4099 -3.9234 -3.7958
H -1.6586 -4.0421 -4.0480
H -3.8415 -0.7334 -2.6993
H -3.4452 -0.7073 -0.9778
H -4.5477 -1.9415 -1.6113
H -1.6847 -4.7604 -1.2071
H -3.2396 -4.1467 -0.6242
H -1.7239 -3.5556 0.0835
H 1.5296 -2.8174 -5.1980
H 0.6126 -4.1742 -4.5322
H 2.3850 -4.1995 -4.4978
H 3.2939 -1.1981 -3.5072
H 4.0215 -2.4284 -2.4640
H 3.1402 -1.0731 -1.7581
H 0.6041 -4.7140 -1.5352
H 1.5699 -3.7524 -0.4150
H 2.3716 -4.8212 -1.5919
Br 0.8121 2.1587 1.3072

No. 3
Here is C23H47Cl2F4GaKLiN3O10 as an isolated structure in a non-equilibrium geometry from OMol25. Energies are from ωB97M-V with the def2-TZVPD basis set.

Summary:
F_max (eV/A): 3.6
Kohn-Sham gap (eV): 1.64
Total charge: -1
E_LUMO (eV): -0.39
HOMO (eV): -2.03

Cartesian coordinates (Å):
C 1.3348 2.4854 0.5948
C 0.5056 1.3770 0.2056
C -1.0630 1.6253 0.0778
Ga -1.8061 1.3520 -1.8289
C -1.2797 2.8618 -3.1749
C -0.7417 4.0925 -2.2997
C 0.0120 5.2516 -3.1352
C 1.5837 5.0156 -2.9460
O 2.0873 5.2752 -1.8398
O 2.4414 4.5683 -3.9893
C 2.0964 3.1795 -4.2427
C 3.3998 2.2367 -4.5883
H 2.2635 2.7002 -0.0172
H 1.0605 3.1803 1.4482
H 0.9834 0.3581 0.0409
H -1.3245 2.6450 0.5079
H -1.5853 0.8389 0.7444
H -1.4802 -0.1108 -2.4390
H -3.4364 1.3909 -1.6927
H -2.2609 3.1209 -3.7151
H -0.5143 2.4519 -3.9104
H 0.0234 3.6645 -1.5703
H -1.5958 4.5106 -1.6821
H -0.3017 5.2972 -4.2268
H -0.2048 6.2430 -2.5995
H 1.3259 3.1572 -5.0898
H 1.5462 2.7971 -3.2844
H 3.0771 1.0983 -4.6865
H 3.9294 2.5390 -5.5445
H 4.1867 2.3777 -3.7198
K 2.5977 1.1209 -2.5220
C 1.8081 4.7134 -7.8778
Cl 1.8491 4.1776 -9.5606
Cl 0.1655 4.6503 -7.2262
H 2.4491 4.0638 -7.2840
H 2.1699 5.7386 -7.8239
C -2.9128 -2.4782 3.8384
C -2.2643 -1.4795 2.9212
O -2.6826 -1.2638 1.7788
N -1.1821 -0.8033 3.3801
C -0.5388 -0.9153 4.6748
H -3.7612 -2.9375 3.3314
H -2.2031 -3.2616 4.1004
H -3.2764 -1.9805 4.7388
H -0.8004 -0.1480 2.7068
H -0.5646 0.0657 5.1527
H 0.5007 -1.2091 4.5161
H -1.0274 -1.6457 5.3172
Li -4.2146 -0.0014 0.9392
C 0.3803 -3.5611 1.9443
C 1.8621 -3.3012 2.0731
O 2.5816 -4.3271 1.4152
C 2.7362 -4.1792 0.0817
O 2.3214 -3.2510 -0.5649
C 3.5550 -5.3396 -0.4759
F 3.1638 -6.5311 0.0290
F 4.8699 -5.2061 -0.1771
F 3.4678 -5.4359 -1.7921
H 0.1341 -4.5619 2.3096
H -0.1826 -2.8320 2.5082
H 0.0627 -3.5149 0.9000
H 2.1550 -3.3306 3.1257
H 2.1377 -2.3143 1.6906
C 3.3749 -3.9678 -5.2359
C 3.2755 -2.4539 -5.4303
O 2.5219 -1.8374 -4.6201
O 3.9559 -1.9877 -6.3824
H 2.7647 -4.3069 -4.4018
H 3.0367 -4.4790 -6.1388
H 4.4125 -4.2474 -5.0396
O 4.0332 7.4881 -7.6003
H 4.0917 6.8812 -6.8523
H 4.4697 8.2881 -7.2856
C -3.1206 3.0206 5.0631
O -3.0693 3.6156 3.9996
N -2.9708 1.6724 5.1543
N -3.3316 3.6519 6.2463
H -3.0098 1.1629 6.0180
H -2.8110 1.1677 4.2951
H -3.4471 4.6511 6.2185
H -3.3770 3.1809 7.1311
C -3.4412 -5.7569 7.6873
C -3.9184 -4.8497 6.5853
O -3.1328 -4.2580 5.8685
C -5.4058 -4.7028 6.4039
H -2.3499 -5.7664 7.7009
H -3.8003 -5.3913 8.6516
H -3.7980 -6.7738 7.5123
H -5.8520 -4.2905 7.3112
H -5.8495 -5.6730 6.1721
H -5.6039 -4.0204 5.5750
F 2.7322 -6.3193 -4.1727

No. 4
Here is a 8-piece molecular cluster, C23H47Cl6NO6 overall in a non-equilibrium geometry from OMol25. Energies are from ωB97M-V with the def2-TZVPD basis set.

Summary:
F_max (eV/A): 4.0
Structure (SMILES): C[N+](=O)[O-].C1CCOC1.C1CCOC1.C1CCOC1.C1CCOC1.ClCCCl.ClCCCl.ClCCCl
Kohn-Sham gap (eV): 9.76
Total charge: 0
E_LUMO (eV): 0.47
HOMO (eV): -9.30

Cartesian coordinates (Å):
C 2.0875 0.5920 0.3768
N 2.1250 -0.5621 -0.6062
O 3.1930 -0.8165 -1.1540
O 1.0934 -1.1893 -0.7637
H 1.0248 0.8996 0.4275
H 2.7326 1.3397 -0.0816
H 2.3943 0.1382 1.3215
C -2.1272 0.5114 -0.8839
C -2.4598 -0.4236 0.2777
C -3.9194 -0.8709 -0.0165
O -4.4820 0.0626 -0.8609
C -3.3598 0.5186 -1.7141
H -1.2495 0.2636 -1.4915
H -1.9929 1.5564 -0.5006
H -2.3669 0.0928 1.2424
H -1.7902 -1.2596 0.4070
H -4.6085 -0.9499 0.8041
H -3.9174 -1.8801 -0.5531
H -3.6089 1.5137 -2.1027
H -3.4128 -0.1530 -2.5887
C 2.4648 -0.8665 -5.5475
C 1.4185 -0.5222 -6.5016
C 0.1370 -0.3257 -5.6666
O 0.6248 0.0142 -4.3738
C 1.7656 -0.8210 -4.1321
H 3.2693 -0.1207 -5.5258
H 2.9216 -1.8407 -5.6343
H 1.3447 -1.3596 -7.2035
H 1.5759 0.3755 -7.1195
H -0.4000 -1.2689 -5.6308
H -0.4774 0.4965 -5.9770
H 1.4037 -1.8461 -3.9953
H 2.2514 -0.4950 -3.2597
C -0.0185 4.5792 2.8260
C -0.2701 3.5038 3.8302
C -0.8242 2.4330 2.9356
O 0.0139 2.4188 1.8093
C 0.4862 3.8031 1.6167
H 0.6189 5.3812 3.1773
H -0.9919 5.0246 2.5235
H -0.8964 3.7581 4.7228
H 0.7056 3.1316 4.1741
H -1.8495 2.6232 2.6999
H -0.7669 1.4109 3.3206
H 0.0375 4.1789 0.6858
H 1.5757 3.7803 1.5590
C 2.0785 -1.1985 5.3753
C 0.7043 -1.4516 6.0330
C 0.1862 -0.0201 6.2252
O 0.9372 0.8143 5.3229
C 2.2678 0.3293 5.3193
H 1.9829 -1.4710 4.3267
H 2.8751 -1.8249 5.7459
H 0.7146 -1.9460 7.0290
H 0.0725 -2.0230 5.3710
H 0.3064 0.3810 7.2522
H -0.8438 0.0102 5.9245
H 2.8050 0.6273 6.2433
H 2.7990 0.6082 4.4278
Cl 0.9906 3.4394 -1.8491
C -0.1654 2.9695 -3.1541
C -1.1663 4.1290 -3.2537
Cl -2.3512 4.4180 -1.9250
H -0.5794 1.9668 -2.8800
H 0.3805 2.9845 -4.0903
H -1.7589 4.0301 -4.1646
H -0.5607 5.0478 -3.2826
Cl 1.0682 -5.0730 -1.6780
C -0.0894 -4.7873 -3.0338
C -0.9060 -3.4949 -2.7986
Cl -1.9468 -3.2813 -4.3026
H -0.7523 -5.6770 -3.1247
H 0.4154 -4.7582 -3.9752
H -0.1820 -2.6390 -2.6341
H -1.5291 -3.5747 -1.8837
Cl 2.0703 -3.5069 1.7530
C 0.3233 -3.5455 1.4615
C -0.3741 -2.9396 2.6724
Cl -0.1544 -1.1860 2.6423
H 0.0945 -4.6125 1.4081
H 0.1894 -3.0849 0.5025
H 0.0654 -3.3835 3.5836
H -1.4425 -3.1059 2.5582

No. 5
Here is C23H47IO11 as an isolated structure from OMol25. Energies are from ωB97M-V with the def2-TZVPD basis set.

Summary:
F_max (eV/A): 0.7
Kohn-Sham gap (eV): 7.86
Total charge: 0
E_LUMO (eV): -1.12
HOMO (eV): -8.98

Cartesian coordinates (Å):
C 4.9420 -5.3413 -1.9913
C 4.0164 -4.9985 -3.1208
O 3.7854 -5.6980 -4.0652
O 3.4920 -3.7587 -2.9797
C 2.1852 -3.5377 -3.5445
C 1.3036 -2.8383 -2.5168
C 0.4055 -3.7447 -1.6569
C -0.9777 -3.1435 -1.3474
C -2.1749 -4.0858 -1.4697
C -2.4189 -4.7346 -2.8467
C -1.8635 -6.1658 -3.0222
C -0.7167 -6.2341 -4.0231
O 0.1048 -7.4072 -3.8627
C 0.7428 -7.4957 -2.6817
O 1.5300 -6.7076 -2.2481
O 0.3370 -8.6273 -2.0662
I 1.6268 -9.4375 -0.7884
H 4.4819 -5.1019 -1.0343
H 5.2002 -6.3949 -2.0539
H 5.8522 -4.7448 -2.0815
H 2.3022 -2.9033 -4.4251
H 1.7975 -4.5054 -3.8636
H 0.6983 -2.0923 -3.0415
H 1.9697 -2.2682 -1.8643
H 0.3158 -4.7342 -2.1014
H 0.9168 -3.8992 -0.7036
H -1.1609 -2.2553 -1.9624
H -0.9647 -2.7854 -0.3132
H -2.1169 -4.8690 -0.7063
H -3.0642 -3.4987 -1.2203
H -3.4977 -4.7802 -2.9998
H -2.0210 -4.0915 -3.6404
H -1.5553 -6.5771 -2.0564
H -2.6559 -6.8168 -3.3959
H -1.0959 -6.3082 -5.0401
H -0.0865 -5.3440 -3.9707
C -2.1183 0.3394 0.1834
O -1.0226 1.1347 0.5759
C 0.0074 0.4379 1.2521
C 1.3757 0.7056 0.6641
O 1.5737 0.2104 -0.6480
C 0.9591 0.8760 -1.7379
C 1.5178 2.2444 -2.0604
O 1.1784 3.2065 -1.0795
C 2.2301 4.0562 -0.6829
H -2.8554 0.2334 0.9875
H -2.6030 0.8218 -0.6657
H -1.7966 -0.6581 -0.1270
H -0.1870 -0.6402 1.2487
H 0.0304 0.7684 2.2997
H 2.0888 0.1493 1.2786
H 1.6296 1.7643 0.7429
H -0.1263 0.9253 -1.6278
H 1.1785 0.2407 -2.6001
H 1.0911 2.5524 -3.0244
H 2.6048 2.1769 -2.1806
H 3.1770 3.5123 -0.5994
H 1.9745 4.4612 0.2962
H 2.3627 4.8893 -1.3816
C -3.0776 8.7802 5.2337
O -2.3523 8.0681 4.2584
C -0.9472 8.2103 4.3228
C -0.2244 6.8806 4.2847
O -0.4348 6.0526 5.4141
C -1.6661 5.3619 5.5428
C -1.8610 4.2104 4.5805
O -2.0590 4.6466 3.2520
C -1.3220 3.9423 2.2735
H -3.2580 9.8161 4.9259
H -4.0392 8.2828 5.3586
H -2.5592 8.7844 6.1979
H -0.6542 8.7570 5.2259
H -0.6073 8.7922 3.4556
H 0.8437 7.1151 4.3104
H -0.4255 6.3553 3.3494
H -2.5209 6.0401 5.5075
H -1.6277 4.9247 6.5441
H -2.7481 3.6531 4.9129
H -0.9992 3.5358 4.6442
H -0.3123 3.7045 2.6279
H -1.2367 4.5873 1.3992
H -1.8168 3.0173 1.9700

No. 6
Here is a 2-piece molecular cluster, C23H48N3O5S2Si overall in a non-equilibrium geometry from OMol25. Energies are from ωB97M-V with the def2-TZVPD basis set.

Summary:
F_max (eV/A): 3.5
Kohn-Sham gap (eV): 8.48
Total charge: +1
E_LUMO (eV): -2.73
HOMO (eV): -11.21

Cartesian coordinates (Å):
C 9.3625 -0.2019 1.7472
C 7.9937 -0.7385 2.1012
O 7.7005 -0.8757 3.2168
O 7.1084 -1.1213 1.1304
C 6.7115 -0.0714 0.2386
C 5.2195 0.1952 0.3188
C 4.3598 -0.7938 -0.4872
C 2.9485 -0.8912 0.1478
C 1.9681 -1.5209 -0.8554
N 0.6550 -0.8121 -1.0405
C 0.6537 0.1987 -2.1671
C 1.3346 1.5286 -1.8531
C 0.4081 2.6054 -1.2453
S -1.1498 2.7793 -2.1498
C -2.3733 3.1434 -0.9120
S -3.9050 3.3033 -1.3843
N -1.8846 3.2694 0.3960
C -2.7093 2.5640 1.3922
C -2.1358 2.8000 2.8021
O -1.8570 4.1516 3.0792
C -0.9189 4.6155 2.1270
C -1.6246 4.6629 0.7779
C 0.0556 -0.2813 0.2074
C -0.2177 -1.3772 1.2167
O -0.6231 -2.5622 0.5598
Si -1.8074 -3.4918 1.3688
C -1.5981 -5.3074 0.8920
C -3.5076 -2.9872 0.7047
C -1.7183 -3.4042 3.2456
H 10.0595 -1.0065 1.5214
H 9.3111 0.4819 0.8984
H 9.7769 0.3276 2.5959
H 7.0663 -0.2655 -0.7773
H 7.2124 0.8464 0.5583
H 5.0466 1.2015 -0.0699
H 4.9364 0.1480 1.3726
H 4.3137 -0.5090 -1.5406
H 4.8520 -1.7679 -0.4396
H 2.7011 0.1219 0.4619
H 3.0740 -1.5211 1.0252
H 2.4294 -1.6928 -1.8225
H 1.7174 -2.5149 -0.4850
H -0.0047 -1.5314 -1.3574
H 1.2239 -0.2666 -2.9692
H -0.3709 0.2913 -2.5213
H 2.2282 1.4534 -1.2348
H 1.6709 1.9261 -2.8115
H 0.9380 3.5548 -1.3365
H 0.2620 2.4777 -0.1761
H -3.7618 2.8587 1.3924
H -2.5988 1.4969 1.1878
H -2.8377 2.4416 3.5514
H -1.2255 2.1901 2.9292
H -0.4869 5.5751 2.3940
H -0.1356 3.8464 2.0593
H -2.5587 5.2334 0.8129
H -0.9320 5.1075 0.0585
H 0.6077 0.5371 0.6549
H -0.9134 0.1359 -0.0789
H -1.0454 -1.0120 1.8388
H 0.6097 -1.5617 1.9094
H -2.5984 -5.7428 0.8816
H -0.9481 -5.8567 1.5718
H -1.2221 -5.4135 -0.1287
H -3.6355 -3.4391 -0.2775
H -4.2755 -3.3797 1.3706
H -3.5517 -1.8985 0.6387
H -2.5442 -3.9972 3.6354
H -0.7786 -3.8203 3.6068
H -1.8334 -2.3819 3.6078
C -4.8207 -0.6588 -2.3805
O -4.5732 -1.8302 -2.1520
N -5.7493 -0.2102 -3.2429
C -5.9631 1.2107 -3.4474
C -6.5507 -1.1713 -3.9837
H -4.2752 0.1617 -1.8770
H -6.9910 1.4741 -3.1899
H -5.7770 1.4639 -4.4931
H -5.2768 1.7676 -2.8132
H -7.1023 -1.8035 -3.2872
H -5.8992 -1.8080 -4.5832
H -7.2487 -0.6496 -4.6334